Entry from the OMol25 dataset: a structure of composition C16H25ClOTi at a distorted geometry (the ωB97M-V functional and the def2-TZVPD basis).

LUMO	-8.41	eV
HOMO	-0.529	Eh
net charge	+2
ΔE to the lowest compared entry with this formula, charge and spin	0.0000	eV
strongest force on any atom	3.10	eV/Å

Each line ends with the natural charge from an NBO analysis.
Element x y z (Å)
C: -4.12239 -1.96918 -0.82129  0.67
C: -4.06748 -2.82916 0.39226  -0.77
C: -4.57242 -0.54742 -0.72561  -0.77
C: -3.66372 -2.52291 -2.12612  -0.77
Cl: -0.14288 -1.54350 0.10420  -0.27
H: -5.68115 -0.47840 -0.89370  0.34
H: -4.00065 0.05886 -1.47559  0.27
H: -4.27613 -0.13200 0.27152  0.27
H: -4.99713 -3.43982 0.49329  0.34
H: -3.91503 -2.19417 1.28771  0.26
H: -3.18366 -3.49695 0.34330  0.28
H: -4.49896 -3.05388 -2.64698  0.34
H: -2.80756 -3.21389 -1.96956  0.28
H: -3.26673 -1.69383 -2.75119  0.26
C: 1.45513 1.69964 2.25033  -0.22
C: 0.44456 2.34583 1.47655  -0.26
C: -0.70773 1.50806 1.44618  -0.33
H: 0.50865 3.34779 1.05507  0.27
C: -0.42841 0.35998 2.26560  -0.22
C: 0.93658 0.44253 2.70355  -0.24
H: 1.43304 -0.31099 3.33608  0.27
H: 2.39575 2.12731 2.58515  0.26
H: -1.68935 1.67985 0.98780  0.26
H: -1.14072 -0.39379 2.59083  0.26
C: 2.18732 0.37644 -1.93269  -0.19
C: 2.33246 1.75381 -1.70259  -0.20
C: 1.06042 2.29039 -1.42892  -0.20
H: 3.28103 2.28158 -1.73935  0.26
C: 0.08236 1.28043 -1.63667  -0.38
C: 0.80014 0.08015 -2.01420  -0.28
H: 0.42239 -0.82127 -2.49291  0.27
H: 2.95015 -0.37400 -2.13491  0.25
H: 0.82354 3.32307 -1.22267  0.26
H: -0.99365 1.39811 -1.74556  0.26
Ti: 0.81066 0.39561 0.27180  0.96
C: 4.39953 1.23258 0.80243  -0.65
C: 4.10727 -0.24590 0.90662  -0.05
O: 2.64425 -0.57434 0.57489  -0.73
H: 4.47246 1.59690 -0.23510  0.22
H: 5.39675 1.36328 1.26960  0.26
H: 3.70717 1.87679 1.37039  0.22
H: 4.71464 -0.85692 0.21373  0.22
H: 4.21725 -0.58533 1.94502  0.21
H: 2.57225 -1.54133 0.75170  0.53

=====

Entry from the OMol25 dataset: an isolated molecule of C5H10O (the ωB97M-V functional and the def2-TZVPD basis).

LUMO	1.16	eV
HOMO	-0.371	Eh
ΔE to the lowest compared entry with this formula, charge and spin	1.2285	eV
strongest force on any atom	0.34	eV/Å
structure (SMILES)	C[C@@H](O)C1CC1

Each line ends with the natural charge from an NBO analysis.
Element x y z (Å)
C: -2.11743 0.01261 0.51102  -0.63
C: -0.71588 -0.04433 -0.12864  0.09
O: -0.57981 1.11027 -0.95045  -0.71
C: 0.42871 -0.13738 0.88874  -0.27
C: 1.62651 -1.03708 0.69472  -0.41
C: 1.76641 0.43894 0.49869  -0.42
H: -2.39195 1.06079 0.69653  0.21
H: -2.18305 -0.51963 1.46353  0.21
H: -2.87902 -0.38203 -0.16845  0.22
H: -0.62568 -0.88392 -0.82947  0.18
H: -0.45123 1.83834 -0.32565  0.46
H: 0.12763 0.00097 1.92514  0.21
H: 2.08403 -1.47107 1.58008  0.21
H: 1.67296 -1.68001 -0.18107  0.21
H: 1.84120 0.80425 -0.52196  0.23
H: 2.32171 1.01686 1.23189  0.21

=====

Entry from the OMol25 dataset: an isolated molecule of C4H4N4O at a distorted geometry (the ωB97M-V functional and the def2-TZVPD basis).

LUMO	-0.33	eV
HOMO	-0.343	Eh
ΔE to the lowest compared entry with this formula, charge and spin	4.2246	eV
strongest force on any atom	8.54	eV/Å
structure (SMILES)	[H]/N=C1\COC(C#N)=NN1

Each line ends with the natural charge from an NBO analysis.
Element x y z (Å)
H: 3.06108 0.56744 -0.11705  0.35
N: 2.60615 -0.26620 -0.26536  -0.69
C: 1.28020 -0.18304 -0.22083  0.40
C: 0.35008 1.18324 0.08276  -0.13
O: -0.97403 0.92529 -0.07567  -0.48
C: -1.41971 -0.33957 0.17255  0.36
C: -2.85787 -0.38625 -0.14072  0.22
N: -4.04690 -0.06104 -0.26393  -0.25
N: -0.76230 -1.43879 0.10490  -0.20
N: 0.55967 -1.29192 -0.01213  -0.41
H: 0.84619 2.05274 -0.56335  0.24
H: 0.41453 1.36694 1.34066  0.19
H: 0.94290 -2.12884 -0.04183  0.40

=====

Entry from the OMol25 dataset: a structure of composition C31H57BaN2O2P2S at a distorted geometry (the ωB97M-V functional and the def2-TZVPD basis).

LUMO	-2.53	eV
HOMO	-0.273	Eh
net charge	+1
ΔE to the lowest compared entry with this formula, charge and spin	1.8824	eV
strongest force on any atom	3.57	eV/Å

Each line ends with the Löwdin charge.
Element x y z (Å)
C: 1.33932 1.35829 -2.70766  -0.34
C: -0.84772 0.85801 -2.19076  -0.29
C: 0.95112 1.75564 -3.99163  -0.04
C: -1.32328 1.55762 -3.31901  -0.01
C: -0.40224 1.93252 -4.29083  -0.04
H: 1.74293 1.93670 -4.71966  0.12
H: -2.39212 1.78141 -3.37909  0.13
H: -0.72259 2.35660 -5.23708  0.11
N: 0.46768 0.93503 -1.77753  -0.01
P: 3.25277 0.62635 -0.69996  1.02
P: -3.47617 -0.54280 0.71685  0.97
C: 2.83107 1.29056 -2.38910  -0.27
H: 3.30723 0.64877 -3.15010  0.09
H: 3.26270 2.29450 -2.54683  0.07
C: 1.02241 -2.34055 3.46387  0.02
O: 1.25274 -3.01673 4.35992  0.08
C: -1.75336 0.12093 -1.30796  -0.23
H: -2.43733 0.79746 -0.75423  0.06
C: -5.05968 -1.07437 -0.16322  -0.65
C: -3.33938 -0.11891 2.52748  -0.69
C: 4.36178 -0.91589 -0.96142  -0.70
C: 4.20651 2.14091 -0.06716  -0.70
C: -5.09549 -2.60946 -0.28419  -0.10
H: -4.91050 -3.10997 0.67631  0.08
H: -6.08057 -2.91079 -0.67400  0.08
H: -4.34148 -2.96196 -0.99869  0.04
C: -6.30462 -0.53671 0.57179  -0.10
H: -6.34286 -0.84109 1.62374  0.06
H: -6.33847 0.56177 0.53905  0.07
H: -7.20816 -0.92493 0.07669  0.09
C: -5.01391 -0.44727 -1.57889  -0.10
H: -5.72886 -0.97254 -2.22581  0.09
H: -5.25147 0.62691 -1.56580  0.08
H: -4.02631 -0.55523 -2.04464  0.04
C: -3.84390 -1.34014 3.30941  -0.10
H: -3.22976 -2.22454 3.09136  0.08
H: -3.76931 -1.15493 4.39065  0.08
H: -4.89095 -1.59023 3.08847  0.07
C: -1.87088 0.21210 2.88773  -0.18
H: -1.22988 -0.68615 2.89548  0.01
H: -1.46919 1.01063 2.23079  0.03
H: -1.82663 0.62908 3.90329  0.08
C: -4.17699 1.16590 2.71620  -0.11
H: -5.24098 1.02863 2.48978  0.06
H: -4.07817 1.54356 3.74326  0.08
H: -3.82466 1.95658 2.03682  0.07
C: 4.91303 1.80575 1.25771  -0.09
H: 5.41724 2.71985 1.60869  0.09
H: 4.20942 1.48865 2.04068  0.06
H: 5.68227 1.02881 1.14169  0.07
C: 3.12942 3.21736 0.17027  -0.10
H: 2.59800 3.48702 -0.75222  0.09
H: 2.38615 2.90781 0.91950  0.04
H: 3.61995 4.12599 0.54804  0.10
C: 5.24774 2.67968 -1.06107  -0.09
H: 5.62748 3.62908 -0.65839  0.09
H: 6.09976 2.00601 -1.18627  0.06
H: 4.84686 2.90303 -2.05456  0.07
C: 3.76434 -1.79713 -2.06940  -0.09
H: 3.80695 -1.31299 -3.05411  0.08
H: 4.36054 -2.72239 -2.13109  0.10
H: 2.72580 -2.09228 -1.86993  0.05
C: 4.42378 -1.73458 0.34870  -0.10
H: 3.44852 -2.17717 0.61546  0.06
H: 5.12925 -2.56916 0.20310  0.10
H: 4.77176 -1.14542 1.20882  0.07
C: 5.76889 -0.50353 -1.39797  -0.10
H: 5.74670 0.11534 -2.30536  0.09
H: 6.32843 0.01531 -0.61024  0.07
H: 6.33224 -1.41800 -1.64298  0.09
Ba: 0.54695 -0.15586 0.88148  1.67
N: -2.34509 -1.59413 0.16941  -0.21
C: -1.81652 -1.19260 -1.07172  -0.45
C: -1.42243 -2.33649 -2.05093  -0.52
C: -2.33823 -2.23209 -3.27856  -0.03
C: -0.00221 -2.13676 -2.56729  -0.05
C: -1.58792 -3.71504 -1.41271  -0.06
H: -3.39795 -2.40054 -3.02833  0.08
H: -2.25070 -1.23379 -3.72463  0.08
H: -2.03980 -2.95099 -4.05252  0.09
H: 0.74118 -2.07963 -1.75223  0.05
H: 0.27849 -2.96325 -3.23632  0.10
H: 0.05975 -1.21996 -3.15386  0.08
H: -1.29452 -4.50202 -2.12378  0.09
H: -0.97526 -3.85302 -0.52101  0.07
H: -2.61213 -3.94080 -1.10524  0.06
C: 0.98589 3.64855 3.93096  -0.22
S: 1.82417 2.05182 3.93697  0.91
C: 0.95856 1.27679 5.31694  -0.23
O: 1.23524 1.34142 2.68640  -0.91
H: 1.54104 4.30264 4.61587  0.07
H: -0.05238 3.52908 4.26904  0.07
H: 1.01388 4.05894 2.91344  0.07
H: -0.07339 1.64574 5.36840  0.06
H: 0.97775 0.19059 5.18348  0.05
H: 1.51076 1.55307 6.22400  0.07

=====

Entry from the OMol25 dataset: a structure of composition C5H6O3Tl at a distorted geometry (the ωB97M-V functional and the def2-TZVPD basis).

LUMO (alpha / beta)	-0.26 / -0.30	eV
HOMO (alpha / beta)	-0.321 / -0.326	Eh
spin multiplicity	2
ΔE to the lowest compared entry with this formula, charge and spin	1.5120	eV
strongest force on any atom	4.78	eV/Å
⟨S²⟩	0.754

Each line ends with the Löwdin spin population.
Element x y z (Å)
C: 2.38517 1.31927 -0.88613  0.73
C: 1.76944 -0.02700 -0.71687  0.13
C: 0.56398 -0.02067 0.19739  0.01
C: 0.05950 -1.07703 0.79728  0.00
O: -0.14085 -1.80743 1.71998  0.00
Tl: -2.17044 -1.54922 2.78029  0.00
H: 3.17025 1.46440 -1.62969  0.04
H: 1.93560 2.21445 -0.45367  0.05
H: 2.51787 -0.74687 -0.33415  0.03
H: 1.49087 -0.42267 -1.70990  0.03
H: -0.19141 0.77363 0.09628  0.00
O: -3.91728 0.25672 -0.59747  0.00
O: -2.71893 -0.16057 1.25404  0.00
C: -2.87891 0.07091 0.03516  0.00
H: -1.87484 -0.28791 -0.55254  0.00

=====

Entry from the OMol25 dataset: an isolated molecule of FNO2 at a distorted geometry (the ωB97M-V functional and the def2-TZVPD basis).

LUMO (alpha / beta)	-1.99 / -2.74	eV
HOMO (alpha / beta)	-0.444 / -0.405	Eh
ΔE to the lowest compared entry with this formula, charge and spin	5.7711	eV
strongest force on any atom	4.83	eV/Å

Each line ends with the natural charge from an NBO analysis.
Element x y z (Å)
N: -0.87508 0.52792 -0.04414  0.43
O: 0.51824 0.40079 0.06165  -0.17
O: 1.89621 -0.32178 -0.02334  -0.09
F: -1.53937 -0.60693 0.00582  -0.17